No. 1
Molecular formula: C2H7N2P
Method: DFT, ωB97M-V/def2-TZVPD

ORCA input file:
```
! wB97M-V def2-TZVPD RIJCOSX def2/J DEFGRID3
* xyz 0 1
H -4.06 -0.99 -1.10
N -3.32 -0.38 -0.97
P -2.28 -0.77 0.15
N -1.08 0.37 0.19
C 0.28 0.16 0.75
C 1.38 -0.20 -0.12
H -1.03 0.93 -0.58
H 0.17 -0.48 1.53
H 0.40 1.11 1.17
H 1.38 0.43 -1.10
H 2.47 0.02 0.29
H 1.52 -1.29 -0.42
*
```

As for the HOMO energy: -9.01 eV. The value obtained for the strongest force on any atom is 5.4 eV Å⁻¹. Its energy relative to the best compared isomer or geometry (same formula, charge and spin) is 0.529 eV. As for the SMILES: [H]/N=P/NCC. As for the frontier orbital gap: 0.36169 hartree.



No. 2
Molecular formula: CH6N2OS
Method: DFT, ωB97M-V/def2-TZVPD

ORCA input file:
```
! wB97M-V def2-TZVPD RIJCOSX def2/J DEFGRID3
* xyz 0 1
C 0.83 -0.71 -0.99
S -0.40 0.24 -0.10
N -0.17 1.67 -0.53
N 0.12 -0.07 1.49
O -2.20 -0.65 -0.07
H 1.77 -0.52 -0.48
H 0.56 -1.76 -0.94
H 0.84 -0.36 -2.01
H -0.88 2.34 -0.28
H -0.07 0.71 2.11
H -0.40 -0.88 1.80
*
```

As for the HOMO energy: -9.43 eV. The value obtained for the strongest force on any atom is 6.1 eV Å⁻¹. Its energy relative to the best compared isomer or geometry (same formula, charge and spin) is 5.022 eV. As for the SMILES: C[S@](=N)(N)=O. As for the frontier orbital gap: 0.35497 hartree.



No. 3
Molecular formula: C5H10O
Method: DFT, ωB97M-V/def2-TZVPD

ORCA input file:
```
! wB97M-V def2-TZVPD RIJCOSX def2/J DEFGRID3
* xyz 0 1
C -1.80 0.56 0.00
C -1.00 -0.74 0.04
C 0.41 -0.56 0.57
C 1.64 -0.91 -0.23
C 1.35 0.52 0.09
O 1.02 1.35 -0.99
H -1.66 1.13 0.93
H -2.88 0.38 -0.13
H -1.46 1.19 -0.83
H -1.52 -1.46 0.68
H -0.99 -1.19 -0.96
H 0.49 -0.75 1.64
H 2.48 -1.39 0.25
H 1.48 -1.19 -1.27
H 1.97 1.00 0.85
H 0.48 2.07 -0.64
*
```

As for the HOMO energy: -9.53 eV. The value obtained for the strongest force on any atom is 0.3 eV Å⁻¹. Its energy relative to the best compared isomer or geometry (same formula, charge and spin) is 1.246 eV. As for the SMILES: CC[C@H]1C[C@H]1O. As for the frontier orbital gap: 0.38675 hartree.



No. 4
Molecular formula: C5H10O2
Method: DFT, ωB97M-V/def2-TZVPD

ORCA input file:
```
! wB97M-V def2-TZVPD RIJCOSX def2/J DEFGRID3
* xyz 0 1
C -2.20 0.05 -0.95
O -1.06 -0.38 -0.25
C 0.01 0.53 -0.27
C 0.27 1.34 1.00
O 1.57 0.77 1.16
C 1.38 -0.11 0.03
C 1.38 -1.57 0.40
H -2.60 0.99 -0.53
H -1.98 0.21 -2.01
H -2.95 -0.73 -0.85
H -0.01 1.12 -1.19
H -0.41 1.08 1.83
H 0.31 2.43 0.90
H 2.14 0.10 -0.74
H 1.18 -2.19 -0.48
H 2.36 -1.85 0.81
H 0.61 -1.79 1.15
*
```

As for the HOMO energy: -9.65 eV. The value obtained for the strongest force on any atom is 0.4 eV Å⁻¹. Its energy relative to the best compared isomer or geometry (same formula, charge and spin) is 2.516 eV. As for the SMILES: CO[C@H]1CO[C@H]1C. As for the frontier orbital gap: 0.39136 hartree.



No. 5
Molecular formula: C3H5NO2
Method: DFT, ωB97M-V/def2-TZVPD

ORCA input file:
```
! wB97M-V def2-TZVPD RIJCOSX def2/J DEFGRID3
* xyz 0 1
H -0.68 1.62 2.44
N -0.15 2.22 1.79
C 0.16 1.60 0.75
O -0.13 0.26 0.53
C 0.13 -0.24 -0.73
C -0.09 -1.72 -0.76
O 0.48 0.44 -1.65
H 0.69 2.07 -0.07
H 0.65 -2.23 -0.14
H -1.08 -1.97 -0.37
H 0.01 -2.05 -1.79
*
```

As for the HOMO energy: -10.64 eV. The value obtained for the strongest force on any atom is 0.6 eV Å⁻¹. Its energy relative to the best compared isomer or geometry (same formula, charge and spin) is 0.668 eV. As for the SMILES: [H]/N=C\OC(C)=O. As for the frontier orbital gap: 0.42011 hartree.



No. 6
Molecular formula: C11H18
Method: DFT, ωB97M-V/def2-TZVPD

ORCA input file:
```
! wB97M-V def2-TZVPD RIJCOSX def2/J DEFGRID3
* xyz 0 1
C -0.93 3.11 0.63
C 0.17 2.36 -0.10
C 1.49 2.70 0.13
C 2.41 1.69 -0.33
C 2.02 0.77 -1.28
C 0.73 0.84 -1.85
C -0.21 1.49 -1.11
H -0.50 4.07 0.99
H -1.26 2.57 1.46
H -1.88 3.21 0.01
H 1.69 3.48 0.82
H 3.42 1.84 0.11
H 2.53 -0.08 -1.53
H 0.57 0.51 -2.93
H -1.26 1.63 -1.33
C -0.77 -3.38 1.25
C -0.79 -1.91 0.84
C 0.63 -1.48 0.36
C -1.70 -1.71 -0.42
H -0.49 -4.14 0.52
H -1.79 -3.70 1.55
H -0.18 -3.52 2.19
H -1.11 -1.25 1.66
H 0.82 -1.79 -0.70
H 0.76 -0.42 0.42
H 1.44 -1.80 1.00
H -1.51 -2.53 -1.22
H -2.80 -1.87 -0.24
H -1.49 -0.71 -0.91
*
```

As for the HOMO energy: -8.84 eV. The value obtained for the strongest force on any atom is 2.9 eV Å⁻¹. Its energy relative to the best compared isomer or geometry (same formula, charge and spin) is 1.930 eV. As for the SMILES: Cc1ccccc1.CC(C)C. As for the frontier orbital gap: 0.35892 hartree.



No. 7
Molecular formula: C21H14Cl3MnN3O7S2Si
Method: DFT, ωB97M-V/def2-TZVPD

ORCA input file:
```
! wB97M-V def2-TZVPD RIJCOSX def2/J DEFGRID3
* xyz -2 2
Mn 0.68 2.13 -0.79
O -0.17 2.17 -5.35
C -1.05 1.16 -5.45
C -1.47 0.78 -6.73
C -2.37 -0.25 -6.89
C -2.89 -0.92 -5.78
C -2.48 -0.54 -4.51
C -1.56 0.49 -4.33
C -1.11 0.87 -2.96
O -0.13 1.68 -2.84
N -1.77 0.37 -1.96
N -1.27 0.82 -0.77
C -1.91 0.40 0.26
C -1.60 0.71 1.63
C -2.33 0.12 2.66
C -2.03 0.35 3.98
C -0.97 1.22 4.29
C -0.25 1.83 3.28
C -0.55 1.59 1.93
O 0.12 2.19 1.00
H 0.06 2.25 -4.39
H -1.06 1.31 -7.58
H -2.67 -0.55 -7.89
H -3.60 -1.73 -5.91
H -2.86 -1.04 -3.63
H -2.75 -0.28 0.08
H -3.15 -0.55 2.39
H -2.59 -0.13 4.77
H -0.71 1.41 5.32
H 0.57 2.50 3.50
Cl 1.39 5.85 -1.83
Si -0.02 4.36 -1.29
Cl -0.95 5.42 0.31
Cl -1.46 4.71 -2.79
O 2.16 1.10 -0.56
O 2.22 1.82 -1.69
O 4.11 -5.08 1.60
S 4.16 -3.64 1.78
O 5.48 -3.09 2.00
N 3.35 -2.86 0.61
C 2.29 -2.22 1.08
S 1.18 -1.34 0.20
C 2.11 -2.37 2.57
C 1.15 -1.79 3.38
C 1.20 -2.03 4.75
C 2.19 -2.84 5.30
C 3.16 -3.42 4.48
C 3.09 -3.16 3.13
H 0.38 -1.16 2.95
H 0.47 -1.56 5.40
H 2.22 -3.01 6.37
H 3.94 -4.05 4.89
*
```

As for the HOMO energy (alpha / beta): -2.48 / -2.45 eV. The value obtained for the strongest force on any atom is 4.0 eV Å⁻¹. Its energy relative to the best compared isomer or geometry (same formula, charge and spin) is 3.796 eV. As for the frontier orbital gap (alpha / beta): 0.21653 / 0.22247 hartree.



Number 1: E_tot -531.23245 hartree. Number 2: E_tot -624.46246 hartree. Number 3: E_tot -271.70683 hartree. Number 4: E_tot -346.93297 hartree. Number 5: E_tot -322.54980 hartree. Number 6: E_tot -429.86970 hartree. Number 7: E_tot -5117.14552 hartree.